A cluster of 7 separate species, C33H73Br2F4N3O7PS in total, computed with wB97M-V/def2-TZVPD.

The geometry in ORCA input format:
```
! wB97M-V def2-TZVPD RIJCOSX def2/J DEFGRID3
* xyz 1 1
C 5.23 -0.03 0.05
C 3.98 0.47 -0.71
C 2.94 -0.68 -1.03
Br 3.36 -2.41 -0.14
N 1.52 -0.26 -1.03
C 1.13 -0.45 -2.46
C -0.37 -0.37 -2.77
S -0.37 -0.96 -4.56
C -0.80 1.13 -2.87
C 0.14 2.24 -2.34
C -0.76 3.49 -2.02
Br 1.36 2.93 -3.75
C -1.02 -1.35 -1.79
C -2.54 -1.66 -1.97
C -3.35 -0.57 -2.76
C -4.86 -0.80 -2.75
O -4.16 0.26 -1.97
C -0.49 -2.85 -1.89
F 0.76 -3.09 -1.44
F -1.28 -3.58 -1.04
F -0.61 -3.45 -3.07
N -0.72 -1.04 -0.35
P -1.92 0.30 0.06
C -1.17 1.64 1.06
C -3.24 -0.42 1.19
C -3.60 0.48 2.39
C 0.61 -0.66 -0.09
N 0.90 -0.66 1.20
C 2.09 -0.06 1.80
C 1.98 1.50 1.79
C -0.01 -1.26 2.18
C -0.20 -2.80 1.96
F -1.52 -3.18 2.13
H 5.76 -0.79 -0.52
H 5.91 0.83 0.10
H 5.02 -0.32 1.09
H 4.39 0.87 -1.65
H 3.50 1.32 -0.22
H 3.28 -0.94 -2.03
H 1.42 -1.44 -2.85
H 1.74 0.22 -3.07
H -1.60 -1.51 -4.71
H -0.96 1.41 -3.91
H -1.77 1.38 -2.43
H 0.65 2.04 -1.41
H -1.10 3.94 -2.96
H -0.12 4.22 -1.52
H -1.58 3.19 -1.37
H -2.75 -2.49 -2.65
H -3.12 -1.88 -1.07
H -2.92 -0.17 -3.67
H -5.39 -0.24 -3.51
H -5.30 -1.53 -2.08
H -0.37 2.17 0.53
H -0.80 1.38 2.06
H -1.96 2.39 1.20
H -3.00 -1.45 1.50
H -4.13 -0.49 0.55
H -2.83 0.47 3.17
H -4.51 0.07 2.85
H -3.86 1.50 2.07
H 2.20 -0.25 2.87
H 3.07 -0.29 1.41
H 2.95 1.96 1.99
H 1.76 1.77 0.74
H 1.21 1.87 2.48
H 0.43 -1.24 3.18
H -0.95 -0.73 2.32
H 0.39 -3.38 2.68
H 0.19 -3.04 0.97
C -6.51 3.67 -2.57
C -5.22 3.06 -2.05
O -4.21 4.06 -1.93
H -6.35 4.14 -3.54
H -7.29 2.91 -2.68
H -6.87 4.45 -1.90
H -4.85 2.30 -2.74
H -5.38 2.59 -1.07
H -4.53 4.73 -1.32
C 5.53 -5.68 1.96
C 4.36 -6.60 1.67
O 3.12 -5.97 2.00
H 5.54 -5.38 3.01
H 6.48 -6.16 1.72
H 5.45 -4.76 1.37
H 4.43 -7.50 2.27
H 4.34 -6.89 0.62
H 3.05 -5.18 1.46
C -8.03 -3.99 -3.69
C -8.29 -2.52 -3.94
O -7.12 -1.88 -4.45
H -7.21 -4.13 -2.99
H -8.92 -4.49 -3.29
H -7.74 -4.49 -4.62
H -8.55 -2.02 -3.01
H -9.11 -2.38 -4.65
H -6.89 -2.31 -5.28
C 6.40 4.26 -3.66
C 6.69 3.35 -2.49
O 6.54 1.98 -2.86
H 5.38 4.10 -4.03
H 6.51 5.31 -3.38
H 7.08 4.06 -4.49
H 6.00 3.55 -1.67
H 7.71 3.51 -2.12
H 7.15 1.80 -3.58
C -0.04 4.47 5.94
C -0.40 3.55 4.79
O 0.59 2.52 4.63
H 0.94 4.92 5.78
H -0.78 5.26 6.06
H 0.02 3.91 6.88
H -0.43 4.11 3.85
H -1.37 3.08 4.95
H 0.62 2.02 5.45
C 4.14 -1.22 6.84
C 3.29 -0.94 5.61
O 3.63 0.32 5.03
H 4.01 -0.43 7.58
H 3.87 -2.17 7.29
H 5.20 -1.24 6.57
H 2.23 -0.90 5.89
H 3.42 -1.73 4.87
H 4.56 0.28 4.78
*
```

Summary:
Molar mass (g mol⁻¹): 922.80
Frontier orbital gap (eV): 8.6
Max |F| (eV/Å): 3.2
Energy relative to the best compared isomer or geometry (same formula, charge and spin) (kcal/mol): 56.39
LUMO level (eV): -2.40

Atomic partial charges in e from the Löwdin method, atoms 1 to 5:
1 C -0.144
2 C -0.223
3 C -0.556
4 Br 0.836
5 N 0.031